Formula: C44H54N4O4PS2V
Source: the OMol25 dataset
Level of theory: ωB97M-V with the def2-TZVPD basis set

Properties
Frontier orbital gap (alpha / beta) in eV: 6.22 / 6.83
Highest occupied orbital energy (alpha / beta) in eV: -10.5 / -10.5

Structure (ORCA input):
```
! RIJCOSX wB97M-V def2-TZVPD def2/J DEFGRID3
* xyz 1 2
V -0.233 -0.136 -0.169
O -1.301 -1.770 0.117
C -1.570 -2.497 1.346
C -0.346 -2.444 2.404
C -0.212 -1.012 2.922
C -0.341 -0.863 4.297
C -0.245 0.365 4.928
C -0.033 1.413 4.063
C 0.137 1.266 2.676
C 0.396 2.587 1.944
C -0.638 2.793 0.698
O -0.631 1.764 -0.315
C -0.247 3.961 -0.209
C 0.188 3.735 -1.530
C 0.413 4.793 -2.365
C 0.179 6.091 -1.917
C -0.278 6.309 -0.643
C -0.509 5.246 0.217
C -2.099 2.940 1.177
C -2.450 3.338 2.459
C -3.775 3.575 2.744
C -4.735 3.413 1.761
C -4.424 2.899 0.521
C -3.100 2.644 0.234
N -0.093 0.054 2.067
C -1.854 -3.848 0.708
C -2.802 -3.810 -0.346
C -3.056 -4.929 -1.089
C -2.299 -6.085 -0.869
C -1.281 -6.081 0.060
C -1.006 -4.943 0.819
C -2.855 -1.900 1.962
C -3.571 -2.760 2.789
C -4.794 -2.356 3.296
C -5.272 -1.106 2.983
C -4.568 -0.251 2.144
C -3.357 -0.641 1.611
H -0.459 -3.127 3.273
H 0.566 -2.725 1.832
H -0.489 -1.752 4.893
H -0.332 0.494 6.005
H 0.038 2.419 4.434
H 0.409 3.404 2.680
H 1.403 2.564 1.464
H 0.444 2.733 -1.854
H 0.778 4.639 -3.373
H 0.335 6.930 -2.588
H -0.450 7.320 -0.311
H -0.914 5.452 1.193
H -1.704 3.533 3.220
H -4.031 3.924 3.731
H -5.758 3.637 1.990
H -5.201 2.745 -0.205
H -2.784 2.268 -0.729
H -3.309 -2.867 -0.519
H -3.833 -4.955 -1.838
H -2.484 -6.998 -1.410
H -0.680 -6.965 0.173
H -0.166 -4.961 1.515
H -3.168 -3.727 3.031
H -5.362 -3.036 3.903
H -6.206 -0.783 3.421
H -5.005 0.699 1.894
H -2.816 0.005 0.931
C 6.069 -0.427 -2.353
C 4.593 -0.136 -2.132
C 4.093 1.013 -2.974
O 4.539 0.177 -0.672
P 3.211 0.792 0.004
S 2.938 2.670 -0.367
S 1.869 -0.686 -0.464
O 3.447 0.627 1.575
C 4.337 -0.499 2.098
C 5.764 -0.008 2.165
C 3.752 -0.833 3.453
H 6.298 -0.696 -3.402
H 6.405 -1.244 -1.722
H 6.661 0.463 -2.099
H 3.964 -1.038 -2.237
H 4.598 1.928 -2.652
H 3.015 1.187 -2.830
H 4.281 0.857 -4.033
H 4.235 -1.316 1.374
H 5.814 0.901 2.787
H 6.127 0.242 1.166
H 6.459 -0.730 2.616
H 3.775 0.093 4.042
H 4.346 -1.579 4.001
H 2.724 -1.201 3.367
C 0.082 -3.061 -2.175
N 0.464 -1.941 -3.038
C 1.667 -2.202 -3.844
C -0.258 -0.772 -3.181
N -0.835 -0.214 -2.124
N -0.339 -0.192 -4.403
C -0.701 1.224 -4.541
C -0.417 -0.985 -5.637
H -0.020 -3.974 -2.790
H -0.868 -2.833 -1.699
H 0.836 -3.242 -1.394
H 2.496 -2.503 -3.178
H 1.978 -1.305 -4.375
H 1.481 -3.011 -4.567
H -1.378 0.619 -2.349
H -0.293 1.795 -3.709
H -1.794 1.392 -4.616
H -0.237 1.589 -5.472
H -0.423 -2.047 -5.403
H 0.433 -0.758 -6.293
H -1.347 -0.757 -6.174
*
```

Löwdin population analysis, charges in e, atoms 1 to 99: atom 1 (V): 0.8273, atom 2 (O): -0.2960, atom 3 (C): -0.3685, atom 4 (C): -0.0199, atom 5 (C): -0.2423, atom 6 (C): -0.0172, atom 7 (C): -0.0025, atom 8 (C): -0.0219, atom 9 (C): -0.1920, atom 10 (C): -0.0318, atom 11 (C): -0.3549, atom 12 (O): -0.3194, atom 13 (C): -0.1692, atom 14 (C): -0.1070, atom 15 (C): -0.0795, atom 16 (C): -0.0832, atom 17 (C): -0.0740, atom 18 (C): -0.0160, atom 19 (C): -0.1424, atom 20 (C): -0.0331, atom 21 (C): -0.0649, atom 22 (C): -0.0946, atom 23 (C): -0.0791, atom 24 (C): -0.0256, atom 25 (N): 0.1044, atom 26 (C): -0.1698, atom 27 (C): -0.0360, atom 28 (C): -0.0655, atom 29 (C): -0.0802, atom 30 (C): -0.0797, atom 31 (C): -0.0255, atom 32 (C): -0.1607, atom 33 (C): -0.0225, atom 34 (C): -0.0670, atom 35 (C): -0.0751, atom 36 (C): -0.0512, atom 37 (C): -0.0125, atom 38 (H): 0.1313, atom 39 (H): 0.1193, atom 40 (H): 0.1188, atom 41 (H): 0.1274, atom 42 (H): 0.1098, atom 43 (H): 0.1214, atom 44 (H): 0.0280, atom 45 (H): 0.0668, atom 46 (H): 0.1056, atom 47 (H): 0.1072, atom 48 (H): 0.1064, atom 49 (H): 0.1177, atom 50 (H): 0.1032, atom 51 (H): 0.1089, atom 52 (H): 0.1048, atom 53 (H): 0.1104, atom 54 (H): 0.1123, atom 55 (H): 0.1291, atom 56 (H): 0.1075, atom 57 (H): 0.1034, atom 58 (H): 0.1022, atom 59 (H): 0.1132, atom 60 (H): 0.1215, atom 61 (H): 0.1059, atom 62 (H): 0.1070, atom 63 (H): 0.0849, atom 64 (H): 0.0860, atom 65 (C): -0.0396, atom 66 (C): -0.4393, atom 67 (C): -0.0955, atom 68 (O): -0.3423, atom 69 (P): -0.0219, atom 70 (S): 0.4911, atom 71 (S): 0.5622, atom 72 (O): -0.3321, atom 73 (C): -0.4062, atom 74 (C): -0.0437, atom 75 (C): -0.0384, atom 76 (H): 0.0963, atom 77 (H): 0.0804, atom 78 (H): 0.0968, atom 79 (H): 0.0939, atom 80 (H): 0.0765, atom 81 (H): 0.0438, atom 82 (H): 0.0881, atom 83 (H): 0.1217, atom 84 (H): 0.1001, atom 85 (H): 0.0716, atom 86 (H): 0.0960, atom 87 (H): 0.0951, atom 88 (H): 0.0949, atom 89 (H): 0.0684, atom 90 (C): -0.0508, atom 91 (N): -0.1603, atom 92 (C): -0.0532, atom 93 (C): -0.3904, atom 94 (N): 0.0516, atom 95 (N): -0.1334, atom 96 (C): -0.0221, atom 97 (C): -0.0302, atom 98 (H): 0.1087, atom 99 (H): 0.0597

Formula: C4H9NO2
Source: the OMol25 dataset
Level of theory: ωB97M-V with the def2-TZVPD basis set

Properties
Frontier orbital gap (alpha / beta) in eV: 7.11 / 7.09
Highest occupied orbital energy (alpha / beta) in eV: -9.1 / -9.1

Structure (ORCA input):
```
! RIJCOSX wB97M-V def2-TZVPD def2/J DEFGRID3
* xyz 0 1
C 1.860 -0.057 0.329
C -0.215 1.011 0.455
C -1.728 0.840 0.465
N 0.254 -0.614 -1.409
C 0.483 -0.463 0.031
O 0.854 -1.855 -1.809
O 0.081 -1.396 0.840
H 0.589 -2.488 -1.116
H -0.750 -0.732 -1.549
H 2.203 0.959 0.168
H 2.440 -0.685 0.996
H 0.131 1.290 1.449
H 0.121 1.750 -0.271
H -2.015 0.038 1.141
H -2.182 1.774 0.808
H -2.126 0.628 -0.528
*
```

Just the natural (NBO) charges please, in e? Sure, here they are: atom 1 (C): 0.0401, atom 2 (C): -0.3419, atom 3 (C): -0.6157, atom 4 (N): -0.3501, atom 5 (C): 0.2653, atom 6 (O): -0.5787, atom 7 (O): -0.7013, atom 8 (H): 0.4640, atom 9 (H): 0.3388, atom 10 (H): 0.1828, atom 11 (H): 0.2037, atom 12 (H): 0.2172, atom 13 (H): 0.2110, atom 14 (H): 0.2414, atom 15 (H): 0.2205, atom 16 (H): 0.2030